Formula: C5H8O
Source: OMol25
Level of theory: wB97M-V/def2-TZVPD

spin multiplicity = 1
calculated total energy = -7360.0504 eV
relative energy (zero: lowest compared OMol25 entry of this formula, charge and spin) = 2.205 eV
total charge = 0
orbital gap = 8.99 eV

Last column: Mulliken charge in e.
Geometry (Å):
C 2.258 -0.365 0.874  -0.711
C 1.660 -0.382 -0.322  -0.324
C 0.261 -0.233 -0.603  0.781
O -0.108 -0.747 -1.876  -0.533
C -0.644 0.422 0.208  -0.133
C -2.080 0.651 0.235  -1.189
H 1.824 0.092 1.759  0.267
H 3.347 -0.448 0.806  0.272
H 2.133 -0.973 -1.115  0.289
H -1.063 -0.847 -1.870  0.302
H -0.123 0.892 1.072  0.064
H -2.481 1.189 1.111  0.320
H -2.388 -0.373 0.373  0.332
H -2.595 1.121 -0.653  0.263

Force components x, y, z for each atom (eV/Å):
C 0.9 1.5 -0.9
C 0.1 -2.2 0.3
C -3.7 1.6 -0.2
O 0.6 0.1 1.4
C 4.3 0.7 0.3
C -1.8 -0.1 -0.8
H 0.0 -0.3 0.0
H -0.4 -0.4 0.6
H 0.4 0.8 0.0
H -0.2 0.1 -0.1
H -0.3 -0.6 -0.6
H 0.7 -0.1 -0.3
H -1.4 -0.4 -0.2
H 0.8 -0.7 0.6